1.
# C14H39N16O7PS

A cluster of 8 separate species, C14H39N16O7PS in total at a distorted geometry (ωB97M-V/def2-TZVPD, the OMol25 dataset).

The geometry in ORCA input format:
```
! RIJCOSX wB97M-V def2-TZVPD def2/J DEFGRID3
* xyz 0 1
C -3.380 2.063 1.584
C -2.457 0.773 1.089
P -0.720 0.726 1.955
C -0.957 0.289 3.828
C 0.394 -0.643 1.181
S 2.148 0.035 0.844
C 0.640 -1.934 2.213
N 0.425 -2.854 3.131
C -0.276 -1.310 -0.183
C -0.201 -0.325 -1.503
N -0.397 0.678 -2.333
H -3.818 1.936 2.663
H -4.309 2.098 0.835
H -2.830 3.093 1.488
H -3.008 -0.249 1.307
H -2.309 0.916 -0.069
H 0.010 -0.205 4.308
H -1.920 -0.380 3.937
H -1.062 1.345 4.373
H 2.434 -0.029 -0.530
H 0.375 -2.271 -0.436
H -1.386 -1.611 0.113
N 0.334 -5.574 -3.347
C 0.629 -5.045 -2.145
N 0.516 -5.912 -1.122
O 0.969 -3.882 -1.996
H 0.054 -6.531 -3.474
H 0.403 -4.966 -4.152
H 0.725 -5.569 -0.195
H 0.236 -6.871 -1.241
N -5.130 2.314 -3.297
C -4.047 1.598 -2.940
N -2.878 2.147 -3.319
O -4.119 0.544 -2.329
H -5.074 3.183 -3.801
H -6.036 1.948 -3.038
H -2.031 1.652 -3.077
H -2.814 3.015 -3.823
N 3.789 -4.189 -3.716
C 4.958 -4.055 -3.061
N 4.832 -3.995 -1.722
O 6.035 -3.994 -3.630
H 2.899 -4.240 -3.250
H 3.824 -4.240 -4.724
H 5.678 -3.895 -1.179
H 3.945 -4.045 -1.249
N -3.766 -0.502 -5.337
C -4.272 -0.483 -6.584
N -3.711 -1.382 -7.416
O -5.159 0.280 -6.931
H -3.035 -1.129 -5.048
H -4.150 0.153 -4.670
H -4.053 -1.412 -8.366
H -2.980 -2.012 -7.134
N -6.076 2.359 5.185
C -4.817 2.244 5.648
N -4.551 3.025 6.712
O -3.991 1.499 5.147
H -6.760 2.972 5.595
H -6.331 1.796 4.386
H -3.620 2.979 7.102
H -5.229 3.640 7.127
N 5.460 1.717 0.955
C 6.542 1.000 1.311
N 7.712 1.550 0.933
O 6.470 -0.053 1.923
H 5.515 2.585 0.451
H 4.554 1.351 1.213
H 8.558 1.054 1.174
H 7.775 2.418 0.429
N 3.286 4.370 3.699
C 4.394 4.392 4.463
N 5.386 3.602 4.011
O 4.491 5.069 5.474
H 3.202 3.814 2.865
H 2.508 4.945 3.991
H 6.244 3.580 4.546
H 5.310 3.043 3.179
*
```

Calculated values
SMILES: CCP(C)[C@@](S)(C#N)CC#N.NC(N)=O.NC(N)=O.NC(N)=O.NC(N)=O.NC(N)=O.NC(N)=O.NC(N)=O
Gap between HOMO and LUMO (eV): 8.37
HOMO level (eV): -8.33

***

2.
# C4H35N2O12S

A cluster of 13 separate species, C4H35N2O12S in total at a distorted geometry (ωB97M-V/def2-TZVPD, the OMol25 dataset).

The geometry in ORCA input format:
```
! RIJCOSX wB97M-V def2-TZVPD def2/J DEFGRID3
* xyz 0 2
C 0.167 0.952 -0.401
N 0.454 1.853 -1.521
C 1.375 1.463 -2.605
N 2.154 0.244 -2.534
C -1.248 0.386 -0.492
C -1.405 -1.116 -0.450
S -2.637 -1.509 -1.763
H 0.938 0.171 -0.422
H 0.348 1.550 0.479
H 0.734 2.763 -1.209
H 2.126 2.255 -2.684
H 0.880 1.479 -3.584
H 1.574 -0.588 -2.598
H 2.609 0.148 -1.627
H -1.746 0.866 -1.328
H -1.833 0.794 0.338
H -0.540 -1.656 -0.825
H -1.584 -1.552 0.526
H 4.307 -0.018 0.336
H 4.385 -0.849 -0.899
O 4.132 0.045 -0.608
H 2.049 1.120 2.899
H 2.793 -0.027 2.344
O 2.876 0.644 3.062
H 0.164 -1.976 3.396
H 1.159 -0.939 4.103
O 1.056 -1.805 3.693
H -2.239 -1.882 2.549
H -1.868 -3.443 2.316
O -1.560 -2.543 2.408
H 3.265 -3.370 -0.878
H 3.657 -2.793 0.556
O 3.769 -2.702 -0.410
H -1.431 -0.334 3.809
H -2.608 0.524 3.397
O -1.874 0.489 3.977
H -1.278 4.242 1.157
H -1.448 2.791 0.839
O -0.768 3.430 1.064
H 1.980 -1.991 2.350
H 1.865 -1.690 0.905
O 2.548 -1.669 1.588
H -3.965 0.576 0.407
H -3.970 2.079 0.668
O -4.020 1.226 1.117
H -1.357 1.418 -3.646
H -2.290 0.328 -3.547
O -2.307 1.278 -3.714
H -2.484 2.817 -1.757
H -3.884 2.355 -1.578
O -3.346 3.105 -1.456
H -0.384 -2.752 -3.174
H 0.269 -3.343 -1.888
O 0.440 -2.841 -2.687
*
```

Calculated values
Energy relative to the best compared isomer or geometry (same formula, charge and spin) (eV): 0.000
Gap between HOMO and LUMO (spin up / spin down) (eV): 8.11 / 5.74
HOMO level (spin up / spin down) (eV): -8.70 / -8.70

***

3.
# C16H18N2O5S

An isolated molecule of C16H18N2O5S (ωB97M-V/def2-TZVPD, the OMol25 dataset).

The geometry in ORCA input format:
```
! RIJCOSX wB97M-V def2-TZVPD def2/J DEFGRID3
* xyz 0 1
C 8.288 -0.249 0.053
O 6.935 0.171 -0.048
C 6.019 -0.802 -0.025
O 6.291 -1.972 0.075
C 4.628 -0.280 -0.135
C 4.359 1.086 -0.249
C 3.054 1.518 -0.347
C 2.004 0.600 -0.334
C 0.614 1.065 -0.437
O 0.300 2.231 -0.525
N -0.353 0.063 -0.433
C -1.744 0.484 -0.532
C -2.363 0.661 0.854
C -3.808 1.149 0.786
C -4.758 0.110 0.195
C -6.219 0.567 0.310
C -7.112 -0.468 -0.322
O -7.498 -0.461 -1.459
O -7.416 -1.450 0.536
C -0.084 -1.271 -0.298
S -1.244 -2.438 -0.246
N 1.223 -1.643 -0.206
C 2.277 -0.769 -0.219
C 3.595 -1.205 -0.119
H 8.544 -0.904 -0.781
H 8.889 0.656 0.028
H 8.447 -0.791 0.987
H 5.175 1.789 -0.260
H 2.810 2.565 -0.436
H -1.753 1.433 -1.070
H -2.281 -0.276 -1.101
H -1.765 1.388 1.407
H -2.325 -0.292 1.386
H -3.854 2.067 0.197
H -4.136 1.389 1.800
H -4.528 -0.056 -0.859
H -4.637 -0.838 0.722
H -6.352 1.514 -0.213
H -6.489 0.680 1.360
H -7.955 -2.129 0.099
H 1.394 -2.637 -0.114
H 3.828 -2.255 -0.029
*
```

Calculated values
SMILES: COC(=O)c1ccc2c(=O)n(CCCCCC(=O)O)c(=S)[nH]c2c1
Energy relative to the best compared isomer or geometry (same formula, charge and spin) (eV): 0.122
Gap between HOMO and LUMO (eV): 8.12
HOMO level (eV): -8.66

***

4.
# C4H8O2

An isolated molecule of C4H8O2 (ωB97M-V/def2-TZVPD, the OMol25 dataset).

The geometry in ORCA input format:
```
! RIJCOSX wB97M-V def2-TZVPD def2/J DEFGRID3
* xyz 0 1
C 0.833 0.268 -1.525
C -0.157 0.134 -0.385
O -0.960 -1.029 -0.520
C 0.611 -0.012 0.930
C -1.321 0.326 2.045
O -0.284 -0.459 1.962
H 0.313 0.347 -2.486
H 1.454 1.161 -1.399
H 1.476 -0.617 -1.552
H -0.803 1.022 -0.320
H -1.508 -0.920 -1.307
H 1.076 0.937 1.214
H 1.346 -0.813 0.842
H -2.075 -0.344 2.499
*
```

Calculated values
Energy relative to the best compared isomer or geometry (same formula, charge and spin) (eV): 4.145
Gap between HOMO and LUMO (eV): 9.28
HOMO level (eV): -8.44

***

5.
# C5H15N2

A cluster of 2 separate species, C5H15N2 in total at a distorted geometry (ωB97M-V/def2-TZVPD, the OMol25 dataset).

The geometry in ORCA input format:
```
! RIJCOSX wB97M-V def2-TZVPD def2/J DEFGRID3
* xyz 1 1
N 1.528 -0.670 1.487
C 1.661 0.273 0.346
C 3.100 0.697 0.087
C 0.901 -0.057 -0.922
N -0.429 -0.373 -0.654
C -1.118 -1.143 -1.567
C -3.479 0.787 1.222
H -3.205 1.811 0.967
H 1.526 -1.623 1.083
H 0.528 -0.627 1.695
H 1.071 1.154 0.699
H 3.774 -0.175 0.023
H 3.421 1.296 0.928
H 3.272 1.182 -0.865
H 1.460 -0.812 -1.529
H 0.944 0.862 -1.554
H -1.625 -0.496 -2.359
H -2.034 -1.522 -1.035
H -0.535 -1.960 -2.032
H -3.388 0.708 2.309
H -4.527 0.612 0.966
H -2.846 0.075 0.703
*
```

Calculated values
Energy relative to the best compared isomer or geometry (same formula, charge and spin) (eV): 5.545
Gap between HOMO and LUMO (eV): 5.57
HOMO level (eV): -14.33

***

6.
# C17H40IN4O6S

A cluster of 5 separate species, C17H40IN4O6S in total (ωB97M-V/def2-TZVPD, the OMol25 dataset).

The geometry in ORCA input format:
```
! RIJCOSX wB97M-V def2-TZVPD def2/J DEFGRID3
* xyz 1 1
O 2.961 -0.074 -1.513
C 3.323 0.749 -2.620
C 2.076 1.033 -3.442
S 0.797 1.400 -2.211
O 0.172 2.785 -2.751
C -0.478 0.186 -2.516
C -1.661 0.672 -3.366
C -2.928 0.483 -2.576
I -3.400 -1.612 -2.423
H 2.805 -0.973 -1.851
H 3.717 1.668 -2.221
H 4.058 0.242 -3.228
H 1.771 0.145 -3.974
H 2.188 1.886 -4.094
H 0.433 3.457 -2.089
H -0.805 -0.119 -1.536
H 0.012 -0.656 -2.982
H -1.549 1.690 -3.700
H -1.708 0.063 -4.251
H -3.786 0.956 -3.016
H -2.791 0.794 -1.557
C 2.437 -2.519 3.592
C 1.789 -2.405 2.239
O 0.722 -2.936 1.966
N 2.430 -1.658 1.297
C 3.686 -0.935 1.383
H 1.809 -3.130 4.231
H 3.417 -2.990 3.514
H 2.544 -1.535 4.049
H 1.922 -1.615 0.429
H 3.506 0.124 1.200
H 4.379 -1.301 0.624
H 4.147 -1.049 2.358
C -2.047 -1.781 2.305
C -2.756 -0.574 2.872
O -2.183 0.252 3.564
N -4.077 -0.429 2.570
C -4.900 -1.296 1.746
H -1.008 -1.762 2.617
H -2.503 -2.703 2.666
H -2.081 -1.778 1.214
H -4.500 0.390 2.978
H -5.296 -0.738 0.895
H -5.739 -1.690 2.320
H -4.314 -2.127 1.372
C 0.473 -1.232 6.410
C 1.774 -1.525 7.120
O 2.857 -1.203 6.652
N 1.703 -2.168 8.312
C 0.520 -2.625 9.019
H 0.690 -0.716 5.481
H -0.058 -2.157 6.183
H -0.164 -0.592 7.021
H 2.604 -2.331 8.734
H 0.456 -2.147 9.997
H 0.562 -3.705 9.165
H -0.376 -2.386 8.458
C -1.426 2.771 -8.324
C -1.028 2.789 -6.871
O -1.361 1.895 -6.099
N -0.289 3.840 -6.438
C 0.187 4.982 -7.205
H -2.011 1.876 -8.509
H -2.031 3.644 -8.569
H -0.546 2.757 -8.966
H -0.069 3.803 -5.455
H 1.276 5.032 -7.172
H -0.215 5.907 -6.792
H -0.123 4.901 -8.239
*
```

Calculated values
Energy relative to the best compared isomer or geometry (same formula, charge and spin) (eV): 0.147
Gap between HOMO and LUMO (eV): 7.16
HOMO level (eV): -10.77

***

7.
# C70H64As2F3N2O2S2SbSiSn

A structure of composition C70H64As2F3N2O2S2SbSiSn (ωB97M-V/def2-TZVPD, the OMol25 dataset).

The geometry in ORCA input format:
```
! RIJCOSX wB97M-V def2-TZVPD def2/J DEFGRID3
* xyz 0 1
Sn -0.452 0.356 0.542
C 4.170 -0.520 2.773
C 3.481 0.062 4.013
As 1.532 0.155 3.770
C 0.897 0.569 5.573
C 1.621 0.353 6.741
C 1.057 0.631 7.980
C -0.240 1.120 8.062
C -0.968 1.341 6.902
C -0.398 1.076 5.664
C 1.026 -1.736 3.750
C -0.321 -2.009 3.502
C -0.780 -3.317 3.455
C 0.105 -4.373 3.637
C 1.444 -4.113 3.886
C 1.900 -2.800 3.950
As 3.209 -0.312 1.058
C 3.694 1.489 0.513
C 4.410 2.373 1.310
C 4.649 3.674 0.877
C 4.182 4.097 -0.358
C 3.466 3.219 -1.164
C 3.215 1.927 -0.725
C 4.460 -1.365 -0.006
C 5.397 -0.835 -0.885
C 6.215 -1.683 -1.624
C 6.108 -3.059 -1.484
C 5.177 -3.593 -0.601
C 4.353 -2.749 0.127
H 4.221 -1.605 2.837
H 5.198 -0.169 2.680
H 3.756 1.105 4.167
H 3.787 -0.490 4.902
H 2.630 -0.038 6.697
H 1.630 0.458 8.883
H -0.681 1.327 9.029
H -1.979 1.726 6.959
H -0.972 1.262 4.762
H -1.025 -1.198 3.342
H -1.831 -3.508 3.271
H -0.247 -5.395 3.581
H 2.137 -4.931 4.036
H 2.943 -2.622 4.175
H 4.788 2.056 2.274
H 5.206 4.356 1.508
H 4.372 5.110 -0.692
H 3.097 3.546 -2.129
H 2.644 1.251 -1.354
H 5.489 0.238 -1.004
H 6.940 -1.264 -2.311
H 6.748 -3.715 -2.061
H 5.085 -4.667 -0.491
H 3.610 -3.173 0.798
C -0.884 0.425 -1.607
Si -1.025 2.153 -2.201
C 0.061 3.150 -1.013
N -0.325 2.948 0.407
C 0.814 3.190 1.320
C 1.350 4.624 1.236
C 0.215 5.645 1.041
C -1.099 5.068 1.558
C -1.489 3.770 0.833
C -2.779 2.789 -2.283
C -3.875 1.933 -2.411
C -5.161 2.437 -2.586
C -5.373 3.806 -2.616
C -4.295 4.678 -2.494
C -3.015 4.169 -2.342
C -0.267 2.415 -3.896
C 1.119 2.517 -4.065
C 1.682 2.727 -5.316
C 0.863 2.837 -6.432
C -0.513 2.734 -6.290
C -1.071 2.527 -5.035
H -0.004 -0.029 -2.079
H -1.748 -0.201 -1.860
H 0.168 4.207 -1.287
H 1.058 2.707 -1.141
H 1.605 2.475 1.085
H 0.479 2.949 2.332
H 2.080 4.704 0.428
H 1.893 4.828 2.163
H 0.106 5.901 -0.016
H 0.451 6.576 1.558
H -1.914 5.785 1.440
H -1.006 4.879 2.632
H -2.078 3.990 -0.052
H -2.123 3.165 1.485
H -3.741 0.855 -2.375
H -5.993 1.751 -2.690
H -6.377 4.196 -2.739
H -4.453 5.749 -2.527
H -2.181 4.864 -2.282
H 1.781 2.425 -3.209
H 2.758 2.801 -5.422
H 1.298 3.004 -7.409
H -1.155 2.816 -7.159
H -2.149 2.458 -4.942
O -6.188 -2.045 -0.925
S -5.460 -0.893 -1.376
O -5.174 -0.746 -2.772
N -4.045 -0.801 -0.509
C -4.087 0.152 0.357
S -2.827 0.457 1.515
C -5.300 1.035 0.290
C -5.599 2.177 1.007
C -6.793 2.831 0.726
C -7.666 2.346 -0.247
C -7.363 1.198 -0.972
C -6.166 0.576 -0.687
H -4.917 2.545 1.763
H -7.050 3.731 1.269
H -8.590 2.874 -0.445
H -8.029 0.819 -1.737
F 1.788 -8.793 0.951
C 1.372 -7.535 0.695
C 0.043 -7.220 0.881
C -0.377 -5.924 0.609
C 0.512 -4.956 0.147
C 1.850 -5.319 -0.018
C 2.292 -6.608 0.254
Sb -0.064 -2.927 -0.327
C 1.274 -2.789 -1.988
C 1.327 -3.757 -2.994
C 2.258 -3.669 -4.018
C 3.141 -2.605 -4.018
F 4.051 -2.523 -5.008
C 3.133 -1.633 -3.043
C 2.186 -1.739 -2.031
C -1.868 -3.375 -1.397
C -2.015 -3.168 -2.768
C -3.193 -3.509 -3.424
C -4.220 -4.063 -2.688
F -5.356 -4.414 -3.320
C -4.136 -4.247 -1.324
C -2.960 -3.881 -0.686
H -0.644 -7.978 1.232
H -1.422 -5.689 0.766
H 2.573 -4.594 -0.373
H 3.327 -6.897 0.120
H 0.650 -4.604 -2.973
H 2.311 -4.410 -4.805
H 3.858 -0.829 -3.071
H 2.172 -0.984 -1.254
H -1.211 -2.728 -3.346
H -3.323 -3.343 -4.486
H -4.992 -4.627 -0.778
H -2.925 -3.955 0.395
*
```

Calculated values
Energy relative to the best compared isomer or geometry (same formula, charge and spin) (eV): 0.532
Gap between HOMO and LUMO (eV): 7.07
HOMO level (eV): -7.25

***

8.
# C3H7NOTl

A structure of composition C3H7NOTl at a distorted geometry (ωB97M-V/def2-TZVPD, the OMol25 dataset).

The geometry in ORCA input format:
```
! RIJCOSX wB97M-V def2-TZVPD def2/J DEFGRID3
* xyz 3 1
Tl -2.436 2.088 -0.160
C -1.220 -1.377 -0.392
C -0.530 -0.077 -0.093
O -1.165 0.985 -0.171
N 0.821 -0.188 0.119
C 1.704 0.871 0.483
H -0.631 -2.046 -1.020
H -2.141 -1.166 -0.935
H -1.417 -1.791 0.598
H 1.290 -1.013 -0.226
H 2.783 0.756 0.381
H 1.520 1.204 1.505
H 1.422 1.754 -0.090
*
```

Calculated values
Energy relative to the best compared isomer or geometry (same formula, charge and spin) (eV): 5.227
Gap between HOMO and LUMO (eV): 4.04
HOMO level (eV): -24.64

***

9.
# C4H7N3

An isolated molecule of C4H7N3 at a distorted geometry (ωB97M-V/def2-TZVPD, the OMol25 dataset).

The geometry in ORCA input format:
```
! RIJCOSX wB97M-V def2-TZVPD def2/J DEFGRID3
* xyz 0 1
C 2.297 -0.418 -0.018
N 1.246 0.585 -0.175
C -0.072 0.310 0.070
C -1.218 1.105 0.032
N -2.278 0.150 -0.095
C -1.712 -1.089 -0.091
N -0.392 -1.023 0.063
H 3.206 0.036 -0.623
H 2.539 -0.325 1.145
H 1.934 -1.440 -0.484
H 1.511 1.396 0.217
H -1.663 2.122 -0.222
H -3.146 0.556 0.224
H -2.254 -1.966 -0.042
*
```

Calculated values
SMILES: CNc1c[nH]cn1
Energy relative to the best compared isomer or geometry (same formula, charge and spin) (eV): 1.601
Gap between HOMO and LUMO (eV): 8.51
HOMO level (eV): -7.48

***

10.
# C3H5IN2O2S

An isolated molecule of C3H5IN2O2S at a distorted geometry (ωB97M-V/def2-TZVPD, the OMol25 dataset).

The geometry in ORCA input format:
```
! RIJCOSX wB97M-V def2-TZVPD def2/J DEFGRID3
* xyz 0 1
C -1.266 -0.971 -0.368
C -1.319 0.533 -0.174
C -0.006 1.195 0.221
N -0.277 -1.746 -0.235
N 1.066 0.508 -0.459
O 1.406 -1.206 1.477
O 2.217 -1.757 -0.802
S 1.282 -1.169 0.063
I 2.907 1.109 -0.077
H -2.154 -1.355 -0.599
H -1.735 0.831 -1.100
H -1.999 0.812 0.634
H -0.014 2.227 0.018
H -0.109 0.988 1.401
*
```

Calculated values
Energy relative to the best compared isomer or geometry (same formula, charge and spin) (eV): 0.000
Gap between HOMO and LUMO (eV): 9.32
HOMO level (eV): -9.32

***

In the order shown, the computed DFT total energy values come out to -2699.1996, -1583.8775, -1504.4993, -307.5601, -308.5889, -2037.8554, -9277.3755, -419.3591, -320.8245, -1073.0887 a.u..